# 1
This record from the Open Molecules 2025 dataset describes a 5-piece molecular cluster, CH12O5 overall at a distorted geometry. The level of theory is wB97M-V/def2-TZVPD.

Its spin multiplicity is 2. As for the total charge: +1. As for the largest force on an atom: 1.7 eV Å⁻¹. The HOMO-LUMO gap (alpha / beta) comes out at 10.907 / 4.293 eV. The total energy comes out at -11458.492 eV. Its lowest unoccupied orbital energy (alpha / beta) is -3.74 / -10.31 eV.

XYZ file:
```
18
Properties=species:S:1:pos:R:3:mulliken_spin:R:1
C 2.063 -0.723 0.718 0.026
O 0.827 -0.991 0.053 0.719
H 2.703 -0.199 0.009 0.030
H 2.498 -1.665 1.052 0.009
H 1.844 -0.196 1.661 0.072
H 0.638 -0.125 -0.460 0.000
H -2.094 -0.915 0.236 0.001
H -3.005 0.088 -0.600 0.000
O -2.357 -0.621 -0.656 -0.001
H 0.749 2.858 -0.865 0.000
H 0.058 3.023 0.420 0.000
O -0.014 3.329 -0.492 0.004
H -0.317 -1.120 1.525 -0.006
H -1.194 -2.395 1.735 -0.003
O -1.222 -1.440 1.610 0.082
H -0.907 -0.030 -1.476 -0.001
H -0.197 0.644 -2.706 -0.004
O -0.072 0.478 -1.763 0.072
```

---

# 2
This record from the Open Molecules 2025 dataset describes a 2-piece molecular cluster, C5H9NO overall at a distorted geometry. The level of theory is wB97M-V/def2-TZVPD.

As for the largest force on an atom: 1.2 eV Å⁻¹. The HOMO-LUMO gap comes out at 9.542 eV. The total energy comes out at -8867.091 eV. Its lowest unoccupied orbital energy is 0.54 eV.

XYZ file:
```
16
Properties=species:S:1:pos:R:3:mulliken_charge:R:1
C -0.143 -0.644 -1.742 -1.368
C -0.436 0.102 -0.476 0.661
O -1.013 1.321 -0.597 -0.491
C -0.168 -0.347 0.766 0.640
C -0.422 0.466 2.008 -1.336
C 0.352 -1.672 0.909 -0.083
N 0.753 -2.755 1.030 -0.480
H 0.668 -1.359 -1.596 0.364
H 0.158 0.052 -2.534 0.452
H -1.024 -1.194 -2.088 0.318
H -0.999 1.605 -1.520 0.322
H 0.305 0.224 2.787 0.373
H -1.422 0.283 2.414 0.304
H -0.346 1.533 1.786 0.323
H 2.116 1.543 -0.820 0.151
H 1.993 1.007 -0.318 -0.149
```

---

# 3
This record from the Open Molecules 2025 dataset describes a 2-piece molecular cluster, C8H11BF11NO2 overall at a distorted geometry. The level of theory is wB97M-V/def2-TZVPD.

As for the largest force on an atom: 1.1 eV Å⁻¹. The HOMO-LUMO gap comes out at 10.613 eV. The total energy comes out at -44629.485 eV. Its lowest unoccupied orbital energy is 0.36 eV.

XYZ file:
```
34
Properties=species:S:1:pos:R:3:mulliken_charge:R:1
F 3.927 2.566 -1.992 -0.224
C 3.070 1.709 -2.578 0.081
F 2.918 2.084 -3.869 -0.265
C 1.698 1.741 -1.896 0.913
F 1.136 2.955 -2.058 -0.284
F 0.942 0.838 -2.593 -0.325
C 1.608 1.306 -0.426 -0.531
O 1.560 2.324 0.557 -0.407
C 2.683 2.860 1.121 0.785
F 3.802 2.217 0.750 -0.293
F 2.567 2.719 2.462 -0.305
C 2.782 4.368 0.857 0.200
F 2.838 4.616 -0.465 -0.220
F 3.915 4.834 1.429 -0.261
H 3.489 0.700 -2.553 0.280
H 0.636 0.824 -0.345 0.207
H 2.351 0.544 -0.188 0.404
H 1.918 4.879 1.286 0.244
N -4.887 -2.244 1.570 -0.468
B -4.381 -3.371 0.862 0.186
C -2.873 -3.863 1.000 -0.908
C -1.945 -3.074 0.074 0.140
O -2.677 -2.493 -0.994 -0.544
C -1.157 -1.985 0.797 0.727
F -0.420 -2.490 1.799 -0.279
F -1.928 -1.015 1.307 -0.276
F -0.291 -1.391 -0.061 -0.263
H -5.296 -1.508 1.012 0.249
H -4.249 -1.861 2.256 0.253
H -5.147 -3.981 0.175 -0.111
H -2.812 -4.925 0.744 0.271
H -2.514 -3.771 2.032 0.307
H -1.176 -3.747 -0.330 0.367
H -2.085 -2.365 -1.742 0.351
```

---

# 4
This record from the Open Molecules 2025 dataset describes one molecule with the formula C15H18F2N2O4S at a distorted geometry. The level of theory is wB97M-V/def2-TZVPD.

As for the largest force on an atom: 1.1 eV Å⁻¹. The HOMO-LUMO gap comes out at 9.772 eV. The total energy comes out at -43286.899 eV. Its lowest unoccupied orbital energy is 0.30 eV.

XYZ file:
```
42
Properties=species:S:1:pos:R:3:mulliken_charge:R:1
O -2.434 -0.492 -1.915 -0.696
C -2.240 -0.581 -0.717 0.463
C -3.355 -0.335 0.319 -0.071
C -4.688 0.004 -0.370 -0.802
C -5.092 1.343 0.248 -0.587
C -3.739 1.896 0.690 -0.445
O -3.022 0.769 1.157 -0.425
N -1.030 -0.904 -0.216 0.226
C -0.724 -1.067 1.193 -0.865
C 0.766 -0.846 1.425 -0.731
N 1.535 -1.830 0.691 0.060
S 3.173 -1.623 0.769 1.211
O 3.510 -1.481 2.151 -0.723
O 3.795 -2.645 -0.007 -0.680
C 3.510 -0.010 0.007 0.036
C 3.804 1.053 0.840 -0.266
C 4.078 2.290 0.281 0.147
F 4.355 3.326 1.088 -0.317
C 4.071 2.489 -1.090 -0.462
C 3.778 1.423 -1.921 -0.650
C 3.499 0.184 -1.363 0.350
F 3.195 -0.834 -2.183 -0.316
C 0.943 -2.284 -0.551 -0.895
C 0.046 -1.209 -1.147 -0.545
H -3.430 -1.219 0.962 0.517
H -4.507 0.104 -1.441 0.285
H -5.433 -0.772 -0.211 0.388
H -5.730 1.188 1.119 0.256
H -5.600 1.998 -0.454 0.338
H -3.214 2.354 -0.160 0.281
H -3.794 2.610 1.512 0.331
H -1.289 -0.338 1.773 0.639
H -0.992 -2.078 1.526 0.155
H 1.012 -0.960 2.482 0.414
H 1.032 0.176 1.117 0.428
H 3.830 0.892 1.906 0.561
H 4.294 3.464 -1.492 0.446
H 3.766 1.536 -2.994 0.460
H 0.353 -3.186 -0.351 0.294
H 1.752 -2.553 -1.229 0.487
H 0.623 -0.301 -1.363 0.200
H -0.408 -1.548 -2.082 0.507
```